No. 1
16
Properties=species:S:1:pos:R:3 method="wB97M-V/def2-TZVPD" molar_mass_g_mol=60.140 multiplicity=2 e_above_lowest_kj_mol=74.0 charge=+1 s_squared=0.7530 fmax_ev_per_a=1.61 e_homo_ev="-14.54 / -14.53"
C -1.340 1.661 -2.171
C 2.108 -1.442 1.133
C 1.093 -0.985 2.084
C -1.875 0.744 -1.073
H -1.683 -0.304 -1.330
H -2.913 0.973 -0.853
H 0.063 -1.491 1.961
H 0.784 0.064 1.884
H -0.251 1.539 -2.192
H -1.719 1.515 -3.174
H 3.099 -0.944 1.397
H 1.947 -1.124 0.093
H -1.281 0.813 -0.158
H 1.445 -1.213 3.105
H 2.175 -2.540 1.271
H -1.502 2.716 -1.959

=====

No. 2
16
Properties=species:S:1:pos:R:3 method="wB97M-V/def2-TZVPD" molar_mass_g_mol=60.140 multiplicity=2 e_above_lowest_kj_mol=65.2 charge=+1 s_squared=0.7531 fmax_ev_per_a=1.53 e_homo_ev="-16.93 / -15.23"
C 0.143 -0.845 -2.277
C -0.776 0.315 1.583
C 0.105 -0.078 2.740
C 0.463 0.589 -2.008
H 1.140 -1.299 -2.498
H 1.079 0.416 2.680
H -1.007 1.372 1.583
H -0.582 -0.891 -3.080
H -0.507 1.126 -1.763
H 0.284 -1.149 2.794
H -0.446 0.242 3.641
H -0.262 0.099 0.589
H 0.977 1.117 -2.830
H -1.631 -0.357 1.433
H -0.081 -1.516 -1.431
H 1.101 0.858 -1.157

=====

No. 3
18
Properties=species:S:1:pos:R:3 method="wB97M-V/def2-TZVPD" molar_mass_g_mol=84.959 multiplicity=1 e_above_lowest_kj_mol=431.3 fmax_ev_per_a=4.88 e_homo_ev=-10.05
N -0.466 1.123 -0.140
C 0.067 -1.116 -1.295
C -0.849 -0.867 1.191
C -0.008 -0.268 0.057
C 1.348 -0.149 0.747
B -0.500 2.092 -1.133
H -0.859 -1.354 -1.687
H -0.624 -0.338 2.078
H -0.655 1.773 1.398
H 1.768 -1.133 1.238
H 2.087 0.373 0.186
H -1.872 -0.964 0.737
H 0.718 -0.605 -1.906
H -0.352 1.762 -2.361
H -0.734 -2.013 1.446
H 1.187 0.560 1.516
H 0.474 -2.108 -1.184
H -0.733 3.231 -0.888

=====

No. 4
22
Properties=species:S:1:pos:R:3 method="wB97M-V/def2-TZVPD" molar_mass_g_mol=144.971 multiplicity=1 e_above_lowest_kj_mol=0.0 fmax_ev_per_a=3.77 e_homo_ev=-8.34
O 3.668 -1.181 0.403
O 1.624 -2.396 0.803
N -0.002 -0.208 1.272
N -0.662 -0.340 2.435
N -0.037 -0.483 3.525
C -1.737 1.156 -1.980
C -0.940 -0.141 0.147
C 1.461 0.017 1.162
C -0.623 0.971 -0.998
B 2.307 -1.241 0.747
H -2.055 0.197 -2.573
H 1.753 0.379 2.169
H 2.075 -3.178 0.558
H 1.666 0.888 0.446
H -0.389 2.039 -0.749
H -0.667 -0.852 4.203
H -1.818 0.050 0.772
H 0.275 0.546 -1.503
H -0.885 -1.061 -0.383
H -1.369 1.725 -2.860
H 4.251 -2.050 0.271
H -2.660 1.613 -1.589

=====

No. 5
19
Properties=species:S:1:pos:R:3 method="wB97M-V/def2-TZVPD" molar_mass_g_mol=205.662 multiplicity=1 charge=+1 fmax_ev_per_a=1.27 e_homo_ev=-12.98
Sn -1.392 -0.120 3.815
O 2.063 0.885 -2.472
C 0.597 -0.506 0.730
C 1.042 -0.483 -0.739
C -0.710 0.216 0.891
C 1.347 0.911 -1.257
B -2.125 -0.344 0.362
H -1.889 -0.465 -0.831
H 0.424 1.485 -1.391
H 1.950 -1.081 -0.820
H 0.279 -0.957 -1.356
H -1.146 0.027 2.035
H -2.988 0.483 0.583
H 1.668 0.245 -3.069
H -2.386 -1.420 0.901
H -0.598 1.297 0.785
H 0.477 -1.545 1.050
H 1.994 1.436 -0.552
H 1.394 -0.064 1.337

=====

No. 6
29
Properties=species:S:1:pos:R:3 method="wB97M-V/def2-TZVPD" molar_mass_g_mol=587.227 multiplicity=1 fmax_ev_per_a=3.68 e_homo_ev=-8.44
Br -1.440 -1.889 -3.798
Br 3.557 0.711 6.204
Br 0.257 0.698 4.311
Br -4.287 -2.312 -6.148
Cl 1.874 2.322 -2.790
S -0.641 -0.606 -1.378
P -0.467 0.380 1.353
P 1.837 0.332 -2.406
O 0.717 0.312 -1.153
O -1.263 -0.376 0.137
O 3.183 0.254 -1.522
O -0.248 -1.980 -1.440
N -1.338 0.381 2.631
C 1.954 1.775 6.509
C -2.650 -1.285 -6.352
C -1.467 -1.991 -5.743
C 0.703 0.982 6.251
H 0.746 -0.300 1.454
H 2.021 2.095 7.547
H -0.239 1.692 0.929
H 3.401 -0.656 -1.285
H -0.542 -1.516 -6.061
H -1.499 1.351 2.885
H -2.514 -1.166 -7.424
H -1.440 -3.046 -5.996
H -2.830 -0.316 -5.899
H 2.034 2.644 5.863
H -0.166 1.517 6.628
H 0.748 -0.008 6.694

=====

No. 7
19
Properties=species:S:1:pos:R:3 method="wB97M-V/def2-TZVPD" molar_mass_g_mol=168.058 multiplicity=3 charge=+1 s_squared=2.0097 fmax_ev_per_a=4.55 e_homo_ev="-12.64 / -13.47"
Br 2.333 0.138 1.032
N -0.420 -0.873 0.152
N 1.050 1.057 1.939
C 0.955 2.472 2.093
C -0.257 -1.188 -2.390
C -0.694 -1.829 -0.949
C -0.754 0.449 0.222
H 0.036 2.657 2.662
H -0.621 -1.334 1.044
H -1.614 0.720 0.807
H -1.777 -2.045 -1.152
H -0.299 -2.815 -0.716
H -0.799 -0.237 -2.359
H -0.636 1.052 -0.627
H -0.750 -1.722 -3.164
H 0.812 -1.295 -2.537
H 0.635 -0.901 0.144
H 1.837 2.665 2.720
H 0.964 3.029 1.079

=====

No. 8
22
Properties=species:S:1:pos:R:3 method="wB97M-V/def2-TZVPD" molar_mass_g_mol=214.527 multiplicity=6 e_above_lowest_kj_mol=1043.2 charge=+1 s_squared=8.7686 fmax_ev_per_a=9.07 e_homo_ev="-13.39 / -11.03"
Mn 3.711 1.143 -0.628
Cl 2.016 0.403 -1.059
O 0.744 1.856 0.648
O -2.626 -0.523 -2.603
O -0.611 -0.539 1.458
O -0.156 0.156 -1.658
C -0.775 -0.894 -0.976
C -2.264 -1.095 -1.323
C 1.121 1.284 1.852
C 0.713 -0.190 1.915
H -1.837 -0.094 -2.944
H 0.772 0.328 -1.481
H -0.254 -1.836 -1.146
H 1.400 1.496 0.046
H 2.197 1.378 1.993
H 1.064 -0.590 2.865
H -0.821 0.232 0.925
H -0.678 -0.774 0.103
H 1.259 -0.932 1.333
H -2.809 -0.566 -0.542
H -2.673 -2.106 -1.318
H 0.506 1.864 2.540

=====

> What is the multiplicity in the seventh record?

3